{"formula": "C9H14", "method": "ωB97M-V/def2-TZVPD", "elements": ["C", "C", "C", "C", "C", "C", "C", "H", "H", "H", "H", "H", "H", "H", "H", "C", "C", "H", "H", "H", "H", "H", "H"], "positions_angstrom": [[0.8285, -1.9186, -0.8238], [0.2666, -0.7826, 1.2804], [0.9615, -0.7108, 0.0877], [0.3521, 0.3449, 2.1221], [0.8044, 1.6244, 1.6834], [1.5777, 0.5089, -0.3910], [1.3976, 1.6419, 0.4110], [-0.0767, -1.6698, 1.7948], [0.0103, 0.2172, 3.1565], [1.8440, -2.1346, -1.1586], [0.1943, -1.7350, -1.7169], [0.9276, 2.5381, 2.2540], [1.9767, 0.5936, -1.3937], [1.7011, 2.5889, -0.0170], [0.3114, -2.8047, -0.4435], [-2.3837, -0.2769, -2.2950], [-2.5870, 0.0155, -0.8547], [-3.2677, -0.3870, -2.9312], [-1.7898, 0.5939, -2.6656], [-1.5885, -0.9876, -2.5628], [-3.0230, 1.0242, -0.7316], [-3.1166, -0.6666, -0.1929], [-1.6021, 0.1826, -0.3682]], "lowdin_spin": [0.0314, 0.0465, 0.1441, 0.2486, 0.1327, 0.2170, 0.0729, -0.0038, 0.0263, 0.0107, 0.0115, 0.0097, 0.0362, 0.0005, 0.0002, 0.0061, 0.0012, 0.0008, 0.0030, 0.0040, 0.0012, -0.0001, -0.0009], "s2": 0.76, "largest_force_ev_per_a": 2.73, "spin_multiplicity": 2, "de_lowest_kj_mol": 83.6, "charge": -1, "homo_energy_ev": [0.9117, -3.3483]}